Molecular formula: C66H79N2O7STa
Method: DFT, ωB97M-V/def2-TZVPD

Structure (XYZ):
```
156
C66H79N2O7STa, DFT ωB97M-V/def2-TZVPD
Ta -0.707 -0.640 -1.907
C -4.151 -0.264 -0.549
O -2.734 -0.004 -0.431
C -2.447 0.555 0.830
C -2.370 -0.290 1.925
C -2.376 -1.787 1.725
C -0.965 -2.288 1.876
C -0.543 -2.808 3.095
C 0.762 -3.227 3.314
C 1.630 -3.164 2.225
C 1.250 -2.654 0.997
C 2.234 -2.628 -0.147
C 2.903 -1.275 -0.207
C 3.908 -0.933 0.692
C 4.498 0.325 0.696
C 3.994 1.279 -0.191
C 2.994 0.977 -1.099
C 2.409 2.010 -2.022
C 1.363 2.831 -1.308
C 1.729 4.067 -0.799
C 0.843 4.895 -0.114
C -0.472 4.461 -0.033
C -0.883 3.221 -0.514
C -2.310 2.795 -0.272
C -2.346 1.925 0.958
C -2.173 2.460 2.230
C -2.101 1.654 3.361
C -2.193 0.274 3.177
C -1.956 2.228 4.769
C -3.305 2.073 5.488
C -0.871 1.460 5.538
C -1.577 3.710 4.743
C 0.058 2.385 -1.100
O -0.288 1.083 -1.470
C 1.335 6.200 0.504
C 0.248 6.876 1.341
C 2.530 5.892 1.420
C 1.772 7.158 -0.613
C 2.491 -0.316 -1.113
O 1.615 -0.689 -2.171
C 2.365 -1.270 -3.269
C 5.709 0.660 1.564
C 6.931 0.770 0.635
C 5.988 -0.423 2.608
C 5.502 1.998 2.287
C -0.040 -2.160 0.854
O -0.382 -1.570 -0.358
C 1.253 -3.766 4.652
C 2.511 -2.994 5.077
C 1.599 -5.255 4.493
C 0.198 -3.625 5.751
H -4.583 -0.346 0.446
H -4.300 -1.194 -1.084
H -4.633 0.557 -1.083
H -2.760 -2.029 0.735
H -3.007 -2.275 2.468
H -1.277 -2.878 3.888
H 2.643 -3.540 2.326
H 1.722 -2.835 -1.086
H 2.972 -3.412 0.018
H 4.227 -1.683 1.403
H 4.407 2.282 -0.196
H 1.980 1.504 -2.876
H 3.184 2.686 -2.381
H 2.750 4.395 -0.957
H -1.223 5.092 0.423
H -2.700 2.236 -1.116
H -2.924 3.684 -0.135
H -2.091 3.536 2.323
H -2.129 -0.386 4.035
H -3.594 1.023 5.563
H -4.092 2.606 4.949
H -3.244 2.485 6.497
H -1.184 0.443 5.782
H -0.654 1.966 6.480
H 0.055 1.405 4.960
H -2.371 4.325 4.314
H -0.655 3.878 4.178
H -1.413 4.060 5.762
H -0.090 6.226 2.153
H -0.615 7.163 0.736
H 0.649 7.786 1.789
H 2.275 5.116 2.145
H 2.817 6.792 1.967
H 3.401 5.558 0.852
H 0.936 7.390 -1.275
H 2.575 6.728 -1.215
H 2.138 8.092 -0.184
H 3.148 -0.570 -3.555
H 1.685 -1.436 -4.092
H 2.810 -2.211 -2.952
H 7.119 -0.178 0.125
H 7.818 1.029 1.216
H 6.783 1.540 -0.125
H 6.212 -1.385 2.145
H 5.143 -0.548 3.291
H 6.858 -0.137 3.199
H 5.474 2.839 1.592
H 6.329 2.173 2.976
H 4.573 1.997 2.861
H 3.354 -3.198 4.414
H 2.807 -3.296 6.084
H 2.331 -1.917 5.083
H 2.388 -5.406 3.754
H 0.722 -5.827 4.181
H 1.948 -5.660 5.444
H -0.067 -2.579 5.921
H 0.595 -4.028 6.683
H -0.708 -4.187 5.513
C -2.453 -8.325 -0.669
C -2.174 -7.001 -1.320
C -2.213 -6.871 -2.708
C -1.971 -5.655 -3.320
C -1.684 -4.557 -2.518
C -1.639 -4.651 -1.127
C -1.884 -5.876 -0.542
S -1.437 -3.021 -3.281
O -0.086 -2.479 -2.893
O -1.683 -3.127 -4.679
N -2.313 -1.873 -2.550
C -3.461 -1.426 -3.265
C -4.510 -2.205 -3.653
C -5.596 -1.627 -4.348
C -5.610 -0.294 -4.645
C -4.514 0.524 -4.272
C -4.412 1.900 -4.571
C -3.300 2.594 -4.181
C -2.286 1.928 -3.476
N -2.343 0.648 -3.180
C -3.441 -0.058 -3.577
H -2.192 -9.151 -1.327
H -3.517 -8.411 -0.437
H -1.904 -8.428 0.266
H -2.439 -7.737 -3.318
H -1.991 -5.549 -4.397
H -1.406 -3.786 -0.520
H -1.847 -5.966 0.537
H -4.513 -3.265 -3.426
H -6.425 -2.255 -4.644
H -6.448 0.154 -5.164
H -5.216 2.392 -5.106
H -3.186 3.647 -4.400
H -1.411 2.468 -3.135
C -0.348 0.448 -6.798
C -0.149 1.804 -6.109
C 0.595 1.418 -4.848
O 0.003 0.170 -4.438
C -0.330 -0.565 -5.646
H 0.469 0.249 -7.488
H -1.281 0.402 -7.353
H -1.107 2.262 -5.863
H 0.427 2.503 -6.713
H 0.496 2.133 -4.034
H 1.658 1.261 -5.063
H -1.289 -1.046 -5.486
H 0.418 -1.343 -5.810
```

Output
**Energy above the lowest of the compared OMol25 structures with the same formula, charge and spin**: 0.0 kcal/mol
**Net charge**: +2
**HOMO level**: -12.78 eV
**HOMO-LUMO gap**: 7.352 eV
**E_tot**: -99417.245 eV

Atomic partial charges in e from the Löwdin method, atoms 1 to 2: atom 1 (Ta): 2.060, atom 2 (C): -0.005

***

Molecular formula: C3H9NS2
Method: DFT, ωB97M-V/def2-TZVPD

Structure (XYZ):
```
15
C3H9NS2, DFT ωB97M-V/def2-TZVPD
N 0.099 -0.449 1.547
C -0.048 -0.663 0.067
C -1.361 -1.335 -0.263
C 0.082 0.724 -0.635
S 1.818 1.018 -0.964
S 1.935 3.087 -1.026
H 1.028 -0.763 1.802
H -0.529 -1.103 2.004
H 0.789 -1.295 -0.236
H -1.755 -1.022 -1.229
H -2.118 -1.097 0.493
H -1.382 -2.431 -0.282
H -0.376 1.442 0.020
H -0.503 0.641 -1.547
H 2.320 3.245 0.248
```

Output
**Energy above the lowest of the compared OMol25 structures with the same formula, charge and spin**: 6.7 kcal/mol
**Net charge**: 0
**HOMO level**: -9.00 eV
**HOMO-LUMO gap**: 9.638 eV
**E_tot**: -26417.385 eV
**SMILES**: C[C@H](N)CSS

Atomic partial charges in e from the Löwdin method, atoms 1 to 2: atom 1 (N): 0.026, atom 2 (C): -0.517

***

Molecular formula: C32H31BGeN8OPd
Method: DFT, ωB97M-V/def2-TZVPD

Structure (XYZ):
```
75
C32H31BGeN8OPd, DFT ωB97M-V/def2-TZVPD
Pd -0.558 -1.306 0.328
C 2.634 -0.516 2.950
C 3.170 -0.086 1.722
N 2.339 0.729 1.086
N 1.244 0.805 1.862
C 1.388 0.075 2.985
B 0.070 1.738 1.480
N -1.256 1.194 2.055
C -2.211 1.942 2.637
C -3.256 1.116 2.992
C -2.830 -0.156 2.576
N -1.628 -0.102 2.022
N 0.000 1.844 -0.060
C 0.388 2.882 -0.815
C 0.233 2.538 -2.143
C -0.269 1.231 -2.084
N -0.406 0.821 -0.831
H 3.063 -1.197 3.666
H 4.129 -0.318 1.284
H 0.586 -0.005 3.700
H 0.220 2.855 1.932
H -2.077 3.004 2.752
H -4.179 1.385 3.477
H -3.338 -1.106 2.653
H 0.760 3.781 -0.353
H 0.454 3.132 -3.013
H -0.538 0.576 -2.901
C -1.296 -2.837 -2.323
Ge 1.261 -2.665 0.629
C 1.822 -3.714 2.225
C 3.023 -4.418 2.346
C 3.352 -5.073 3.526
C 2.472 -5.046 4.602
C 1.270 -4.357 4.497
C 0.956 -3.690 3.320
C 2.465 -3.524 -0.732
C 3.329 -2.716 -1.425
C 4.128 -3.211 -2.484
C 4.031 -4.517 -2.865
C 3.133 -5.392 -2.201
C 2.995 -6.748 -2.594
C 2.119 -7.578 -1.956
C 1.337 -7.089 -0.883
C 1.459 -5.790 -0.481
C 2.356 -4.894 -1.126
H -1.932 -3.216 -3.130
H -0.713 -1.986 -2.667
H -0.606 -3.616 -2.004
H 3.709 -4.456 1.506
H 4.290 -5.610 3.607
H 2.725 -5.560 5.522
H 0.585 -4.332 5.337
H 0.031 -3.124 3.243
H 3.395 -1.661 -1.171
H 4.806 -2.543 -3.001
H 4.627 -4.901 -3.685
H 3.599 -7.115 -3.417
H 2.022 -8.611 -2.267
H 0.646 -7.750 -0.375
H 0.870 -5.431 0.358
N -6.771 -1.141 0.481
C -5.951 -2.234 0.727
O -6.338 -3.131 1.470
C -4.641 -2.238 0.090
C -3.795 -3.363 0.268
C -2.592 -3.440 -0.343
N -2.117 -2.428 -1.183
C -2.935 -1.314 -1.352
C -4.138 -1.200 -0.739
H -7.724 -1.298 0.768
H -6.658 -0.639 -0.382
H -4.109 -4.154 0.935
H -1.910 -4.266 -0.205
H -2.507 -0.522 -1.949
H -4.656 -0.256 -0.849
```

Output
**Energy above the lowest of the compared OMol25 structures with the same formula, charge and spin**: 50.1 kcal/mol
**Net charge**: -1
**HOMO level (spin up / spin down)**: -3.31 / -3.87 eV
**HOMO-LUMO gap (spin up / spin down)**: 5.938 / 6.158 eV
**2S+1**: 2
**E_tot**: -108330.278 eV
**⟨S²⟩**: 0.77

Atomic partial charges in e from the Löwdin method, atoms 1 to 2: atom 1 (Pd): 0.242, atom 2 (C): -0.114

***

Molecular formula: C3H7NOSi
Method: DFT, ωB97M-V/def2-TZVPD

Structure (XYZ):
```
13
C3H7NOSi, DFT ωB97M-V/def2-TZVPD
C -1.556 0.443 -0.533
C 0.965 1.274 1.474
C 1.122 1.356 0.192
N -0.636 -0.315 -0.596
O -2.341 1.322 -0.550
Si -0.460 -2.039 -0.816
H 0.276 1.880 1.962
H 1.406 0.494 2.156
H 0.624 2.191 -0.360
H 1.774 0.711 -0.296
H 0.631 -2.329 -0.080
H -0.028 -2.370 -2.102
H -1.777 -2.618 -0.452
```

Output
**Energy above the lowest of the compared OMol25 structures with the same formula, charge and spin**: 28.4 kcal/mol
**Net charge**: 0
**HOMO level**: -9.66 eV
**HOMO-LUMO gap**: 10.364 eV
**E_tot**: -14638.421 eV
**SMILES**: O=C=N[SiH3].C=C

Atomic partial charges in e from the Löwdin method, atoms 1 to 2: atom 1 (C): -0.431, atom 2 (C): -0.092

***

Molecular formula: C2H6ClO3PS
Method: DFT, ωB97M-V/def2-TZVPD

Structure (XYZ):
```
14
C2H6ClO3PS, DFT ωB97M-V/def2-TZVPD
C -1.888 0.846 -2.317
C 0.092 -0.918 0.986
O 0.778 1.768 0.240
O -0.808 1.625 -1.691
O -0.628 -0.405 -0.060
P -0.549 1.272 -0.152
S -4.725 0.556 0.434
Cl -3.455 -0.965 0.785
H -1.718 -0.195 -2.091
H -1.860 1.164 -3.277
H -2.727 1.173 -1.781
H 0.346 -1.981 0.727
H -0.338 -0.782 2.091
H 1.005 -0.346 1.173
```

Output
**Energy above the lowest of the compared OMol25 structures with the same formula, charge and spin**: 51.6 kcal/mol
**Net charge**: 0
**HOMO level (spin up / spin down)**: -9.91 / -9.19 eV
**HOMO-LUMO gap (spin up / spin down)**: 8.144 / 6.353 eV
**E_tot**: -40958.176 eV

Atomic partial charges in e from the Löwdin method, atoms 1 to 2: atom 1 (C): -0.065, atom 2 (C): -0.232

***

Molecular formula: C48H114N6O10
Method: DFT, ωB97M-V/def2-TZVPD

Structure (XYZ):
```
178
C48H114N6O10, DFT ωB97M-V/def2-TZVPD
C -26.027 21.374 12.102
C -26.768 20.035 12.161
C -25.962 19.192 11.144
C -26.217 17.702 11.327
C -26.072 17.238 12.771
C -26.819 18.081 13.809
N -26.643 19.495 13.521
O -27.182 20.358 14.522
C -28.299 17.682 13.744
C -26.231 17.719 15.188
C -28.214 20.242 11.688
H -25.034 21.307 12.563
H -26.587 22.114 12.683
H -25.768 21.722 11.104
H -26.332 19.412 10.141
H -24.882 19.319 11.212
H -25.584 17.101 10.667
H -27.231 17.412 11.027
H -25.026 16.993 12.994
H -26.499 16.228 12.804
H -28.662 17.742 12.720
H -28.520 16.690 14.144
H -28.918 18.391 14.302
H -26.868 18.174 15.949
H -26.043 16.662 15.362
H -25.254 18.197 15.317
H -28.755 20.619 12.558
H -28.679 19.333 11.304
H -28.326 20.933 10.852
H -26.359 20.817 14.748
C -25.689 24.585 9.817
C -26.994 24.516 9.012
C -28.142 25.139 9.813
C -28.071 26.685 9.747
C -28.073 27.156 8.286
C -26.979 26.523 7.436
N -26.953 25.077 7.653
O -25.889 24.480 6.938
C -27.370 26.776 5.978
C -25.622 27.232 7.679
C -27.375 23.038 8.905
H -24.846 24.270 9.199
H -25.691 23.876 10.646
H -25.513 25.564 10.265
H -29.082 24.887 9.321
H -28.097 24.905 10.874
H -27.285 27.131 10.358
H -29.007 27.128 10.104
H -27.934 28.237 8.344
H -29.057 26.948 7.866
H -28.323 26.306 5.723
H -27.541 27.826 5.734
H -26.623 26.351 5.306
H -25.731 28.316 7.706
H -25.243 26.904 8.650
H -24.839 27.014 6.952
H -27.374 22.555 9.882
H -26.787 22.443 8.203
H -28.404 22.882 8.567
H -25.076 24.930 7.219
C -21.010 21.694 15.767
C -22.118 21.207 16.701
C -21.750 21.709 18.111
C -22.907 21.766 19.110
C -24.038 22.573 18.509
C -24.530 21.972 17.166
N -23.381 21.848 16.298
O -23.708 21.603 14.945
C -25.249 20.656 17.441
C -25.499 23.081 16.694
C -22.166 19.669 16.686
H -21.170 21.148 14.831
H -20.005 21.487 16.133
H -21.097 22.753 15.525
H -20.999 21.088 18.615
H -21.222 22.668 18.085
H -22.546 22.204 20.046
H -23.227 20.767 19.415
H -23.672 23.578 18.268
H -24.807 22.740 19.265
H -26.254 20.744 17.855
H -25.389 20.193 16.456
H -24.647 19.989 18.051
H -26.166 22.667 15.925
H -26.158 23.486 17.459
H -24.993 23.915 16.205
H -22.740 19.314 15.825
H -22.601 19.174 17.555
H -21.154 19.266 16.589
H -23.507 22.474 14.549
C -18.433 24.634 15.246
C -17.290 24.217 14.295
C -18.013 23.245 13.311
C -17.224 23.092 11.994
C -16.913 24.473 11.395
C -16.100 25.380 12.340
N -16.912 25.435 13.583
O -16.472 26.405 14.520
C -14.663 24.862 12.523
C -16.095 26.776 11.741
C -16.169 23.503 15.027
H -19.148 25.283 14.746
H -18.020 25.127 16.131
H -19.020 23.805 15.649
H -18.201 22.262 13.739
H -18.946 23.743 13.030
H -17.810 22.511 11.281
H -16.342 22.509 12.271
H -17.846 24.962 11.117
H -16.265 24.289 10.534
H -14.287 25.266 13.467
H -14.607 23.777 12.506
H -13.966 25.279 11.793
H -17.089 27.233 11.787
H -15.564 27.454 12.422
H -15.668 26.862 10.746
H -16.511 22.653 15.623
H -15.711 24.207 15.728
H -15.378 23.114 14.388
H -16.888 27.214 14.203
C -20.613 26.811 12.713
O -21.466 26.386 13.768
H -21.086 26.647 11.741
H -20.500 27.897 12.773
H -19.673 26.256 12.713
H -21.313 26.954 14.553
C -25.769 25.054 13.371
O -26.171 25.949 14.443
H -24.808 25.301 12.922
H -25.726 24.079 13.858
H -26.595 25.174 12.667
H -25.484 26.620 14.495
C -22.496 23.574 12.169
O -22.739 23.802 13.535
H -21.488 23.893 11.889
H -22.759 22.559 11.885
H -23.139 24.191 11.521
H -22.434 24.687 13.777
C -23.482 21.592 9.031
O -22.299 20.825 9.095
H -23.733 21.763 7.987
H -24.276 20.981 9.484
H -23.376 22.491 9.646
H -22.044 20.564 10.000
C -23.388 26.424 16.585
C -22.091 27.011 17.145
C -21.084 25.965 17.538
O -19.936 26.576 18.057
C -19.059 25.695 18.717
N -21.564 27.967 16.126
H -24.115 27.239 16.595
H -23.802 25.628 17.208
H -23.273 25.993 15.591
H -22.373 27.665 17.977
H -20.831 25.290 16.705
H -21.556 25.273 18.251
H -18.258 26.188 19.258
H -18.671 24.961 18.002
H -19.635 25.133 19.466
H -20.700 28.381 16.478
H -22.201 28.758 16.199
C -19.968 20.571 12.030
C -20.957 19.414 11.957
C -20.834 18.432 13.120
O -21.827 17.425 13.073
C -21.726 16.430 12.071
N -22.308 20.039 11.843
H -20.262 21.422 12.646
H -19.731 20.987 11.048
H -18.985 20.250 12.395
H -20.796 18.843 11.037
H -21.061 18.963 14.048
H -19.839 17.998 13.257
H -21.652 16.895 11.079
H -22.631 15.835 12.099
H -20.781 15.882 12.126
H -22.324 20.622 12.682
H -22.880 19.224 12.090
```

Output
**Energy above the lowest of the compared OMol25 structures with the same formula, charge and spin**: 5.6 kcal/mol
**Net charge**: 0
**HOMO level**: -7.96 eV
**HOMO-LUMO gap**: 8.345 eV
**E_tot**: -81033.572 eV
**SMILES**: CC1(C)CCCC(C)(C)N1O.CC1(C)CCCC(C)(C)N1O.CC1(C)CCCC(C)(C)N1O.CC1(C)CCCC(C)(C)N1O.COC[C@H](C)N.COC[C@H](C)N.CO.CO.CO.CO

Atomic partial charges in e from the Löwdin method, atoms 1 to 2: atom 1 (C): -0.044, atom 2 (C): -0.482

***

Molecular formula: C4H8N2OS
Method: DFT, ωB97M-V/def2-TZVPD

Structure (XYZ):
```
16
C4H8N2OS, DFT ωB97M-V/def2-TZVPD
C 0.196 -0.805 -0.627
C -1.000 -0.672 0.246
C -1.233 0.854 0.632
C 1.769 0.973 0.022
H 2.853 -1.949 -0.584
H 2.756 -1.807 1.214
H -0.106 -0.010 -1.382
H 0.599 -1.666 -1.176
H -0.567 -1.190 1.232
H -1.739 1.115 1.708
H -0.802 1.678 0.192
H 3.003 0.939 0.147
N 2.695 -1.205 0.230
N 1.450 -0.316 0.113
O 1.142 1.991 -0.360
S -2.659 -0.281 -0.157
```

Output
**Energy above the lowest of the compared OMol25 structures with the same formula, charge and spin**: 116.3 kcal/mol
**Net charge**: 0
**HOMO level**: -9.05 eV
**HOMO-LUMO gap**: 9.496 eV
**E_tot**: -20135.791 eV
**SMILES**: NN(C=O)C[C@H]1CS1

Atomic partial charges in e from the Löwdin method, atoms 1 to 2: atom 1 (C): -0.180, atom 2 (C): -0.754